C30H34F40GaN2O5 as an isolated structure. Source: the OMol25 dataset; level of theory: ωB97M-V/def2-TZVPD.

Results
Gap between HOMO and LUMO   6.0 eV
Calculated total energy   -205955.6286 eV
Net charge   -1
Largest force on an atom   0.645 eV Å⁻¹
LUMO energy   1.55 eV

Geometry as XYZ:
```
112
Properties=species:S:1:pos:R:3:forces:R:3:lowdin_charge:R:1
C 0.237878 -0.609575 4.133019 0.11 -0.05 -0.06 -0.137
C 0.399795 -0.576721 2.612142 -0.08 -0.16 0.08 -0.269
C 1.833558 -0.224129 2.178571 -0.15 0.12 0.16 -0.378
N 2.372095 0.953114 2.840930 0.05 0.08 -0.06 -0.170
Ga 3.371342 2.190944 1.737530 0.10 -0.18 -0.13 0.279
C 2.036524 3.470154 0.864976 0.22 0.12 -0.10 -0.303
C 1.417065 4.476731 1.771724 -0.11 -0.02 0.06 -0.399
N 1.100564 4.339570 2.997875 -0.04 -0.03 -0.13 0.057
H 0.224187 0.399659 4.548124 0.04 -0.08 -0.03 0.061
H -0.672816 -1.136502 4.432331 0.04 0.15 -0.02 0.042
H 1.088531 -1.138564 4.582526 -0.10 0.02 0.01 0.067
H -0.309087 0.135114 2.172718 0.08 0.01 0.09 0.099
H 0.140391 -1.569861 2.215062 0.04 0.13 -0.07 0.086
H 2.452097 -1.124386 2.349789 0.02 0.10 -0.07 0.098
H 1.825838 -0.046933 1.094497 0.04 -0.13 0.05 0.072
H 2.863558 0.691963 3.686123 -0.07 -0.01 -0.01 0.018
H 4.444227 2.987976 2.659302 -0.07 -0.03 0.00 -0.080
H 4.119893 1.370792 0.549700 -0.01 0.05 0.00 -0.095
H 1.258812 2.872537 0.374675 0.00 0.00 0.17 0.036
H 2.558724 3.997968 0.058711 -0.17 -0.07 -0.03 0.011
H 1.203741 5.468327 1.340406 0.06 -0.02 0.05 0.084
H 1.337747 3.386250 3.294267 0.01 -0.01 0.00 0.009
C -2.053266 -5.583431 5.023532 -0.31 -0.23 0.30 -0.035
C -2.195724 -4.409720 4.048924 0.14 0.01 0.01 -0.444
C -2.465626 -4.735168 2.574997 -0.09 0.05 0.03 -0.307
F -1.501052 -5.532003 2.069206 0.00 -0.03 -0.03 0.094
F -2.485101 -3.586343 1.873818 0.01 -0.01 -0.03 0.110
F -1.147459 -3.582533 4.169365 -0.03 -0.02 -0.05 0.143
F -3.320895 -3.742476 4.458211 0.00 0.01 0.01 0.097
O -0.740068 -6.019146 5.327959 0.29 0.32 -0.28 0.060
C -0.084277 -6.953571 4.592221 -0.09 -0.11 0.22 -0.538
C 1.168017 -6.406858 3.883197 0.03 -0.02 0.07 -0.284
F 0.874163 -5.326533 3.148445 0.01 -0.01 -0.01 0.115
F 1.640269 -7.377997 3.064097 0.03 0.00 0.01 0.094
F -0.899697 -7.590918 3.729672 -0.06 -0.02 -0.12 0.136
F 0.372117 -7.899932 5.461021 -0.04 -0.06 -0.04 0.124
H -2.422418 -5.192179 5.970185 -0.01 -0.02 -0.01 0.151
H -2.697867 -6.414448 4.732612 0.05 0.04 -0.11 0.146
H -3.433593 -5.233321 2.472662 0.01 -0.02 -0.01 0.172
H 1.928874 -6.156013 4.624226 0.00 0.03 0.00 0.176
C 0.787887 4.293619 -5.166758 0.34 0.40 -0.09 -0.054
C -0.672807 3.941610 -5.456909 0.00 -0.16 0.00 -0.428
C -1.721852 4.199002 -4.368111 0.03 0.06 -0.04 -0.299
F -1.446793 3.527330 -3.243109 -0.03 -0.01 0.02 0.117
F -2.921667 3.765938 -4.839170 -0.05 -0.01 0.01 0.078
F -0.783173 2.682732 -5.918282 0.02 0.03 0.02 0.142
F -1.048092 4.787435 -6.481705 -0.02 0.01 0.00 0.072
O 1.631903 3.265114 -4.710415 -0.41 -0.44 -0.02 0.051
C 1.765302 2.988043 -3.369278 0.27 0.13 -0.01 -0.539
C 1.278452 1.574334 -3.003306 0.13 0.03 -0.02 -0.282
F 0.030656 1.361415 -3.480628 0.00 0.00 0.00 0.091
F 1.260402 1.471741 -1.667195 -0.08 -0.12 0.00 0.106
F 1.172696 3.922805 -2.613507 -0.06 0.02 0.05 0.153
F 3.086214 3.009038 -3.095477 -0.04 0.08 0.05 0.149
H 1.193257 4.561914 -6.142313 0.00 0.01 0.03 0.149
H 0.846189 5.178440 -4.530414 -0.11 -0.05 0.02 0.150
H -1.795688 5.268100 -4.154887 0.00 0.00 0.02 0.175
H 1.956290 0.830292 -3.425313 0.00 -0.01 0.00 0.175
C -1.705935 -10.674948 4.617236 0.19 0.60 0.13 -0.046
C -1.145473 -12.088720 4.782717 -0.14 -0.10 0.00 -0.440
C -0.376059 -12.697426 3.604887 0.07 0.02 0.07 -0.304
F -1.137641 -12.743038 2.494518 -0.05 -0.02 -0.03 0.098
F -0.023572 -13.961244 3.928925 0.02 -0.02 -0.02 0.098
F -2.106355 -12.937007 5.200447 0.00 0.02 -0.04 0.137
F -0.212473 -11.990975 5.780163 0.00 0.00 0.01 0.098
O -3.059542 -10.532289 4.225878 -0.15 -0.60 0.00 0.055
C -3.448210 -10.498538 2.920180 0.02 0.27 0.03 -0.547
C -4.369055 -11.672971 2.541474 -0.06 0.04 0.03 -0.286
F -3.814273 -12.852691 2.874135 0.05 -0.01 0.00 0.102
F -4.566668 -11.651906 1.204689 -0.02 0.00 0.01 0.100
F -2.411668 -10.393247 2.076369 0.04 -0.04 -0.02 0.159
F -4.210435 -9.383161 2.762712 0.05 0.05 -0.06 0.129
H -1.682511 -10.256760 5.622712 0.02 0.00 -0.01 0.151
H -1.045646 -10.062214 4.002488 0.01 -0.15 -0.06 0.132
H 0.527373 -12.116562 3.404462 -0.01 0.01 -0.03 0.174
H -5.327492 -11.564175 3.051808 0.00 -0.02 0.02 0.173
C 4.517290 6.012687 2.430760 -0.26 -0.26 0.15 -0.042
C 4.998699 6.365906 1.019829 0.02 -0.07 0.23 -0.432
C 6.308867 5.735548 0.540857 -0.06 -0.09 -0.01 -0.291
F 7.339799 6.056462 1.352811 0.03 0.03 0.00 0.088
F 6.595978 6.210676 -0.697486 0.03 0.00 -0.03 0.084
F 5.025301 7.706463 0.833853 0.01 -0.01 -0.02 0.125
F 4.060009 5.840132 0.178410 -0.02 0.20 -0.10 0.090
O 4.846200 6.925744 3.473143 0.29 0.48 -0.33 0.057
C 5.996490 6.852386 4.181255 -0.13 -0.17 0.14 -0.554
C 6.883008 8.099410 4.004808 -0.06 0.03 0.06 -0.287
F 7.120220 8.363233 2.706604 0.01 -0.02 -0.02 0.097
F 8.073514 7.884494 4.618203 -0.01 0.02 0.01 0.086
F 6.691161 5.727089 3.953675 0.02 0.00 -0.04 0.154
F 5.663962 6.856148 5.504571 0.05 -0.07 0.03 0.123
H 3.431111 6.057979 2.375203 0.01 -0.02 0.05 0.129
H 4.773035 4.982846 2.686603 0.07 0.04 -0.07 0.072
H 6.201548 4.649597 0.493089 0.01 -0.01 0.04 0.174
H 6.394078 8.959058 4.465982 -0.01 0.02 -0.03 0.169
C -3.555937 6.020469 -8.086887 0.60 0.02 0.04 -0.042
C -4.736551 5.939690 -7.116019 -0.12 0.08 -0.07 -0.437
C -5.389852 4.571770 -6.891016 0.05 0.02 0.09 -0.300
F -5.837244 4.053912 -8.054609 -0.03 0.00 -0.05 0.095
F -6.448098 4.733243 -6.066513 -0.02 -0.02 0.01 0.102
F -5.670364 6.860587 -7.430499 0.01 -0.04 -0.02 0.136
F -4.218636 6.277178 -5.893501 0.00 0.02 0.01 0.094
O -3.813019 6.433448 -9.417822 -0.61 0.07 0.06 0.056
C -4.160618 5.561333 -10.404386 0.25 0.00 -0.07 -0.547
C -5.572782 5.819222 -10.961467 0.04 0.06 -0.04 -0.287
F -6.488230 5.850768 -9.977289 0.00 -0.03 0.04 0.103
F -5.890541 4.816675 -11.812161 0.00 0.02 -0.01 0.097
F -4.002971 4.279449 -10.040727 -0.03 -0.04 0.05 0.156
F -3.320711 5.787802 -11.449322 0.02 -0.08 0.00 0.131
H -2.939892 6.823401 -7.684349 0.02 -0.03 -0.02 0.150
H -2.958215 5.109791 -8.052141 -0.15 -0.07 0.00 0.136
H -4.677545 3.884632 -6.431118 -0.01 -0.02 -0.03 0.158
H -5.583656 6.767901 -11.500708 -0.01 0.02 0.02 0.172
```
Positions in Å, forces in eV/Å.

C30H34N5PdS as an isolated structure in a non-equilibrium geometry. Source: the OMol25 dataset; level of theory: ωB97M-V/def2-TZVPD.

Results
Gap between HOMO and LUMO (spin up / spin down)   5.4 / 5.4 eV
Calculated total energy   -53424.9909 eV
Net charge   -1
Relative energy (zero: lowest compared OMol25 entry of this formula, charge and spin)   0.0 kJ/mol
Largest force on an atom   1.597 eV Å⁻¹
LUMO energy (spin up / spin down)   1.67 / 1.67 eV

Geometry as XYZ:
```
71
Properties=species:S:1:pos:R:3:forces:R:3:lowdin_charge:R:1
Pd -0.060968 -0.042605 -0.325629 0.54 -1.31 0.13 0.733
C 4.573791 -1.141827 -3.413851 -0.14 0.08 0.01 -0.035
C 3.144786 -1.372562 -3.019345 0.04 -0.11 0.03 -0.363
N 2.466185 -2.251761 -3.658869 0.21 -0.05 -0.14 0.072
N 1.182293 -2.597057 -3.259059 0.10 -0.07 0.26 -0.018
C 0.480649 -1.783019 -2.321806 -0.08 0.22 -0.25 -0.877
S -0.561494 -2.565934 -1.121295 0.25 1.35 0.81 0.602
N 2.636926 -0.587832 -1.998190 -0.17 0.02 0.58 -0.095
N 3.438064 0.336715 -1.308405 0.03 0.08 -0.24 0.088
H 4.933776 -2.007130 -3.962599 -0.05 -0.01 -0.03 0.069
H 5.179031 -0.970826 -2.526838 0.08 -0.01 -0.04 0.060
H 4.649755 -0.257276 -4.051205 0.05 0.03 0.05 0.074
H 0.652974 -2.921926 -4.052509 -0.02 0.04 -0.06 0.105
H 3.204171 1.275985 -1.618086 -0.03 0.06 -0.03 0.073
H 3.192767 0.269963 -0.329162 0.04 -0.03 0.11 0.082
C 1.246928 -0.615475 -1.804326 -0.94 -0.13 0.17 -0.338
C 0.208841 -0.366532 -2.756268 -0.27 0.06 -1.28 -0.150
C -0.216129 0.348275 -3.825099 0.34 -0.08 0.57 -0.102
C -1.362801 -0.100933 -4.628010 -0.19 -0.04 -0.21 -0.154
C -2.026331 0.764337 -5.510029 0.16 -0.06 0.09 -0.045
C -3.078353 0.323664 -6.294868 -0.05 -0.04 -0.04 -0.100
C -3.526358 -0.985943 -6.198709 -0.04 0.03 -0.03 -0.113
C -2.932597 -1.835296 -5.275472 -0.03 0.03 -0.05 -0.086
C -1.870040 -1.400961 -4.501711 0.09 -0.08 0.00 -0.020
C 0.622039 1.504999 -4.221114 0.09 0.22 -0.07 -0.159
C 0.999178 1.710834 -5.554551 -0.07 -0.03 0.13 -0.038
C 1.907753 2.698813 -5.898263 0.01 0.06 0.01 -0.093
C 2.474437 3.507127 -4.922631 0.04 -0.03 -0.08 -0.105
C 2.109750 3.320722 -3.596965 0.09 0.06 -0.03 -0.095
C 1.194556 2.339318 -3.255478 -0.17 -0.03 0.00 -0.045
H -1.720460 1.799668 -5.570566 0.10 0.03 -0.05 0.109
H -3.554009 1.008109 -6.987361 -0.01 0.02 0.03 0.095
H -4.336985 -1.333283 -6.827588 -0.02 0.00 0.04 0.091
H -3.304119 -2.845633 -5.155401 0.04 -0.01 0.01 0.100
H -1.441737 -2.079208 -3.774377 -0.06 0.08 0.00 0.072
H 0.603701 1.066618 -6.327404 -0.08 -0.05 -0.01 0.113
H 2.179324 2.834875 -6.938326 0.02 -0.03 0.01 0.097
H 3.196510 4.266758 -5.195100 -0.03 0.02 0.02 0.093
H 2.535485 3.955534 -2.828027 -0.03 -0.04 -0.01 0.091
H 0.895290 2.216672 -2.220458 0.04 -0.03 -0.08 0.078
C 1.011306 4.681766 -0.466888 -0.05 -0.09 0.04 -0.058
C 0.166355 4.061987 0.617427 -0.05 0.06 -0.03 -0.295
C -0.271230 4.830667 1.699775 -0.01 0.13 0.04 -0.066
C -1.058137 4.241855 2.681353 0.07 -0.05 -0.08 -0.301
C -1.577382 5.066179 3.833797 0.02 -0.03 -0.05 -0.067
C -1.388736 2.894313 2.621965 -0.05 0.19 0.03 -0.020
C -0.933891 2.055918 1.570254 -0.02 0.07 -0.12 -0.294
C -0.169743 2.730852 0.562067 -0.11 -0.23 0.28 -0.034
N -1.150385 0.741153 1.376483 0.23 -0.75 -0.22 -0.069
C -1.708117 -0.238885 2.327502 -0.09 0.00 0.01 -0.629
C -0.618356 -1.269222 2.709851 -0.18 0.26 -0.15 -0.074
C -2.857850 -0.966408 1.606019 0.21 0.12 0.07 -0.069
C -2.242954 0.307701 3.654713 -0.09 -0.14 0.07 -0.086
H 0.901572 5.766433 -0.477705 0.01 0.01 -0.01 0.073
H 0.731966 4.295346 -1.448543 0.00 0.10 0.08 0.049
H 2.068527 4.453051 -0.304627 0.02 0.02 -0.03 0.080
H -0.016959 5.883661 1.762927 0.01 -0.01 -0.03 0.095
H -1.292516 6.113518 3.729043 -0.01 0.00 0.01 0.063
H -1.182991 4.699343 4.784065 -0.01 0.01 0.01 0.073
H -2.666778 5.011042 3.886787 0.00 0.02 0.03 0.074
H -2.035703 2.511157 3.394922 0.14 0.24 -0.18 0.065
H 0.153984 2.132004 -0.299854 0.07 0.13 -0.01 0.053
H -0.152231 -1.674122 1.816098 0.09 -0.08 -0.12 0.020
H -1.050474 -2.102653 3.271481 0.00 0.06 0.04 0.074
H 0.147532 -0.786412 3.322242 0.02 -0.02 -0.03 0.077
H -2.499388 -1.315087 0.638734 -0.07 -0.07 -0.06 0.015
H -3.684636 -0.272219 1.439019 0.01 -0.01 -0.03 0.078
H -3.222984 -1.824998 2.177438 0.02 0.04 0.05 0.076
H -1.478830 0.872188 4.189646 -0.06 -0.13 0.04 0.074
H -2.533750 -0.537235 4.283352 -0.04 -0.04 -0.03 0.078
H -3.125354 0.932818 3.509629 0.01 -0.03 0.04 0.077
```
Positions in Å, forces in eV/Å.

A 4-piece molecular cluster, C30H35BBrF3N4O2S2 overall in a non-equilibrium geometry. Source: the OMol25 dataset; level of theory: ωB97M-V/def2-TZVPD.

Results
Gap between HOMO and LUMO   6.9 eV
SMILES   C=C[C@@H](OCB(N)O)[C@H](CCCSC(=S)n1ccnc1)NBr.Fc1ccccc1.Fc1ccccc1.Fc1ccccc1
Calculated total energy   -142263.2028 eV
Largest force on an atom   7.644 eV Å⁻¹
LUMO energy   -1.64 eV

Geometry as XYZ:
```
78
Properties=species:S:1:pos:R:3:forces:R:3:lowdin_charge:R:1
C 3.543113 4.421786 1.638348 -0.47 -4.16 1.44 -0.015
C 3.388471 3.178058 2.494302 0.76 3.95 -1.74 -0.071
C 3.926657 1.733586 1.939979 -1.63 0.77 -1.29 -0.265
O 3.687885 0.585362 2.816334 0.62 2.16 0.13 -0.198
C 4.056646 0.828547 4.214159 -0.01 -1.35 2.10 -0.126
B 5.676279 1.164292 4.443737 0.68 1.11 0.15 -0.400
N 6.786235 0.129258 4.430238 -1.34 2.67 -1.63 0.124
O 5.986701 2.610618 4.715393 0.26 -2.39 -1.98 -0.008
C 3.091607 1.459834 0.516340 -0.33 -0.20 0.27 -0.349
C 2.309773 0.021473 0.482027 -1.17 0.26 -0.90 -0.200
C 0.837871 0.120595 1.264015 -0.29 0.21 -0.88 -0.223
C -0.066247 -1.243441 0.919465 1.92 0.28 1.89 -0.438
S -1.852577 -0.780914 0.436125 0.19 1.47 1.15 0.786
C -2.710759 -0.183662 1.990262 0.62 -0.85 2.97 -0.912
S -2.474477 -1.145597 3.409168 -0.73 2.08 -2.85 0.611
N -3.554574 1.063349 2.137794 -2.26 2.61 -0.07 -0.198
C -4.995139 1.096175 2.687479 0.34 4.70 -0.57 -0.037
C -5.441815 2.693812 2.670896 4.56 -3.81 -1.18 -0.086
N -4.270251 3.547420 2.144669 1.19 -7.54 0.30 -0.015
C -3.170158 2.512364 1.831164 -3.70 -0.09 1.20 -0.071
N 4.026609 1.611714 -0.694807 -0.89 0.71 1.21 -0.466
Br 5.154597 0.119273 -0.837066 0.37 0.09 0.03 0.684
H 3.874948 5.464385 2.054949 -1.62 -2.10 -0.74 0.069
H 3.354042 4.242525 0.477603 1.35 0.64 2.46 0.061
H 2.911927 3.361356 3.555312 1.88 -0.65 -1.94 0.114
H 5.061001 1.852915 1.586558 -2.21 -0.36 1.26 0.145
H 3.352516 1.595980 4.783888 1.45 -1.44 -1.47 0.123
H 3.887850 -0.208133 4.783038 0.08 2.05 -1.44 0.138
H 6.701612 -0.502357 3.600291 0.12 0.44 1.27 0.086
H 7.676215 0.674076 4.366043 -0.79 -0.99 0.14 0.079
H 6.463196 2.965022 3.908074 -0.59 -0.50 1.56 0.102
H 2.256339 2.297424 0.367772 1.92 -1.76 0.37 0.147
H 2.944813 -0.904952 0.809305 -1.21 2.03 -0.30 0.105
H 2.022431 -0.172326 -0.660635 0.71 0.51 2.32 0.125
H 0.199150 1.018475 0.821867 1.63 -1.68 0.80 0.093
H 0.943976 0.317665 2.412732 -0.13 -0.64 -2.20 0.118
H -0.015825 -1.895558 1.899475 -0.56 1.06 -2.17 0.077
H 0.489978 -1.836718 0.059574 -1.80 1.24 1.46 0.109
H -5.646355 0.168011 3.045988 2.04 2.16 -1.05 0.120
H -6.469690 3.142125 3.013715 2.45 -1.01 -0.84 0.096
H -2.087500 2.676226 1.416859 -2.55 -0.03 0.93 0.120
H 4.647938 2.450420 -0.555111 -0.75 -1.24 -0.03 0.052
F 5.018185 -1.033823 -6.902232 0.15 -0.13 -0.12 0.062
C 4.131105 -0.277394 -6.242294 -0.72 0.62 0.55 -0.290
C 3.023300 0.223821 -6.916983 0.02 -0.04 -0.05 -0.021
C 2.096719 1.007205 -6.228988 0.33 -0.10 0.32 -0.086
C 2.294309 1.289935 -4.875178 0.01 -0.04 -0.10 -0.097
C 3.412048 0.786415 -4.208052 -0.13 -0.04 -0.34 -0.090
C 4.332431 -0.006087 -4.893525 0.04 -0.04 -0.07 -0.019
H 2.890769 0.000673 -7.970592 0.05 -0.01 0.11 0.115
H 1.223237 1.397370 -6.745466 0.18 -0.08 0.05 0.104
H 1.573685 1.904693 -4.340065 0.14 -0.11 -0.09 0.099
H 3.565865 1.011210 -3.155384 -0.02 -0.05 -0.18 0.050
H 5.202067 -0.413028 -4.388293 -0.06 0.04 -0.07 0.106
F -8.802704 0.129408 -3.238011 -0.17 -0.04 -0.13 0.062
C -7.744451 0.341810 -2.444536 0.86 0.16 0.65 -0.291
C -7.261998 1.635459 -2.279110 -0.04 0.00 -0.01 -0.017
C -6.163338 1.857741 -1.448979 -0.06 -0.46 -0.01 -0.074
C -5.552043 0.781239 -0.801491 0.00 0.02 -0.07 -0.101
C -6.040584 -0.514189 -0.977917 -0.11 0.43 -0.15 -0.080
C -7.146013 -0.734621 -1.799179 -0.08 -0.03 -0.06 -0.018
H -7.744501 2.458120 -2.796672 0.01 -0.11 0.04 0.115
H -5.783323 2.866377 -1.306885 -0.08 -0.18 -0.03 0.106
H -4.692392 0.954508 -0.157636 -0.20 0.01 -0.15 0.065
H -5.560626 -1.350976 -0.476188 -0.11 0.10 -0.08 0.101
H -7.544310 -1.733885 -1.940448 0.01 0.11 -0.03 0.115
F -2.332976 -7.010179 -2.229054 -0.01 -0.13 -0.15 0.063
C -2.218652 -6.212571 -1.158836 0.09 0.63 0.82 -0.290
C -1.882795 -6.764027 0.072728 0.01 -0.06 -0.04 -0.019
C -1.758616 -5.933228 1.186251 -0.12 0.29 -0.37 -0.079
C -1.982645 -4.560242 1.057796 0.04 -0.05 0.01 -0.096
C -2.324267 -4.016962 -0.181587 0.03 -0.51 -0.01 -0.108
C -2.437384 -4.846419 -1.297043 0.00 -0.10 -0.05 -0.011
H -1.720706 -7.833789 0.155116 -0.02 0.10 -0.06 0.115
H -1.488823 -6.353484 2.151935 -0.06 0.04 -0.19 0.105
H -1.890053 -3.913240 1.927501 -0.04 -0.06 -0.15 0.073
H -2.502178 -2.948643 -0.278269 -0.02 -0.51 -0.04 0.008
H -2.693349 -4.439661 -2.269749 0.01 -0.08 0.07 0.117
```
Positions in Å, forces in eV/Å.